{"formula": "C4H13BN3O", "method": "the ωB97M-V functional and the def2-TZVPD basis", "species": ["C", "N", "C", "N", "B", "O", "N", "C", "C", "H", "H", "H", "H", "H", "H", "H", "H", "H", "H", "H", "H", "H"], "positions_angstrom": [[2.9662, -0.2686, 0.5407], [2.3668, 0.9312, -0.0022], [1.5245, 0.6241, -1.1771], [0.3453, -0.1489, -0.8863], [-0.7741, 0.5709, -0.5500], [-0.8961, 2.0177, -0.6028], [-2.0386, -0.1195, -0.1081], [-2.1769, -1.4595, -0.6475], [-2.2006, -0.0952, 1.3388], [3.7047, -0.6560, -0.1610], [3.4834, -0.0688, 1.4773], [2.2394, -1.0701, 0.7008], [1.7924, 1.3784, 0.7018], [2.1857, 0.0398, -1.8319], [1.3220, 1.5606, -1.7067], [-0.3425, 2.4360, 0.0722], [-2.4145, -1.4143, -1.7060], [-1.2904, -2.0803, -0.4855], [-3.0184, -1.9590, -0.1543], [-2.0611, -1.0827, 1.7835], [-3.2063, 0.2500, 1.6109], [-1.5110, 0.6142, 1.7933]], "charge": -1, "total_energy_ha": -424.64021, "homo_energy_ev": -3.202, "max_force_ev_per_a": 0.9, "lumo_ha": 0.141}

***

{"formula": "C4H13ClN2Si", "method": "the ωB97M-V functional and the def2-TZVPD basis", "species": ["C", "C", "C", "C", "N", "N", "Si", "Cl", "H", "H", "H", "H", "H", "H", "H", "H", "H", "H", "H", "H", "H"], "positions_angstrom": [[1.1846, 0.4299, -1.7869], [-0.4632, -0.6569, 2.1670], [-2.0759, 0.8042, -0.1406], [1.2078, 0.4351, -0.2118], [1.4215, 1.6769, 0.3624], [-0.7413, -2.1785, -1.1272], [-0.5478, -0.2409, 0.3225], [2.5153, -0.7095, 0.3321], [1.7747, 1.2957, -2.0955], [1.6565, -0.4635, -2.0216], [0.1978, 0.3672, -2.2883], [-1.2702, -1.2503, 2.5901], [0.2871, -1.3535, 2.3172], [-0.4690, 0.2260, 2.6540], [-2.7667, 0.1663, -0.4858], [-2.4747, 1.3875, 0.6912], [-1.7269, 1.6702, -0.8145], [2.0731, 2.1842, -0.1864], [1.6795, 1.5140, 1.3515], [0.0820, -2.6564, -0.8640], [-1.5441, -2.6476, -0.7656]], "total_energy_ha": -1019.34693, "homo_energy_ev": -8.805, "max_force_ev_per_a": 5.7, "lumo_ha": 0.028}

***

Question: Number 1 is which compound?
Answer: C4H13BN3O